No. 1
135
Properties=species:S:1:pos:R:3:lowdin_charge:R:1 method="wB97M-V/def2-TZVPD" homo_lumo_gap_ev=9.80 energy_ha=-2325.4148
O -1.882 1.448 -0.208 -0.045
O -0.417 3.971 -3.306 -0.053
O 5.260 6.436 1.263 -0.065
O 3.238 -7.083 -4.151 -0.038
O -4.563 3.556 -4.358 -0.049
O -5.705 -6.082 -4.045 -0.041
O 3.637 -3.081 7.587 -0.095
O -3.282 0.972 6.708 -0.053
O -1.663 2.860 -8.745 -0.061
O -8.082 5.872 -3.334 -0.049
O 7.934 -0.945 -1.329 -0.061
O -2.694 -3.348 5.460 -0.053
O -3.980 4.256 3.693 -0.065
O 1.664 -5.303 3.269 -0.068
O -5.951 0.087 -1.807 -0.054
C -8.889 5.676 -2.218 -0.503
C 5.883 8.133 2.751 -0.068
C -0.448 2.127 -8.726 -0.470
C -3.973 5.971 5.368 -0.053
C 10.018 -0.306 -0.330 -0.057
C -9.601 4.357 -2.303 -0.074
C 5.429 5.671 3.557 -0.050
C -5.937 -7.448 -2.176 -0.066
C -2.699 6.119 3.216 -0.074
C 2.212 -5.911 2.147 -0.477
C 8.641 -0.926 -0.101 -0.491
C -3.979 5.649 3.894 -0.502
C 4.140 -0.870 7.091 -0.081
C -4.344 -5.580 -2.166 -0.071
C 2.405 -7.405 2.529 -0.065
C 0.092 1.311 1.107 -0.059
C 1.129 -7.702 -5.102 -0.065
C 1.584 -5.274 -4.579 -0.067
C 4.477 -1.898 9.419 -0.064
C 1.873 -6.722 -4.163 -0.491
C -5.683 -6.003 -2.683 -0.527
C 7.775 -0.058 0.794 -0.078
C -0.743 0.732 -8.060 -0.061
C 4.659 -2.101 7.846 -0.410
C -0.906 0.548 0.258 -0.507
C 5.048 6.838 2.600 -0.470
C 3.555 -5.183 1.880 -0.057
C 0.138 2.007 -10.131 -0.057
C -0.235 -0.186 -0.919 -0.057
C -7.938 5.648 -0.987 -0.049
H -9.646 6.461 -2.222 0.134
H -10.295 4.259 -3.138 0.080
H 3.359 -7.963 -4.514 0.080
H 0.526 0.432 -1.395 0.078
H -8.463 5.952 -0.081 0.075
H -7.733 6.760 -3.234 0.089
H -2.024 -3.588 4.819 0.027
H 5.696 -2.323 7.593 0.137
H 3.084 -0.617 7.179 0.082
H -6.881 -7.826 -2.567 0.074
H 4.801 -0.026 7.288 0.074
H -1.242 3.789 -3.756 0.022
H 4.003 7.134 2.695 0.132
H -4.364 -5.501 -1.079 0.080
H -5.600 -6.963 -4.413 0.093
H 5.028 4.713 3.226 0.072
H 2.792 -7.952 1.669 0.069
H 1.444 -6.764 -3.162 0.123
H 0.545 -4.957 -4.664 0.079
H -2.625 0.897 -0.466 0.083
H 4.281 -1.050 6.026 0.071
H -0.278 1.502 2.115 0.075
H 0.997 0.712 1.213 0.077
H -1.203 0.674 -7.074 0.066
H 10.516 0.088 0.555 0.079
H 2.277 -4.638 -4.027 0.078
H -4.889 5.627 5.848 0.078
H -0.503 1.462 -10.824 0.081
H 6.907 8.076 2.381 0.070
H 5.984 8.514 3.767 0.075
H -3.108 5.638 5.942 0.088
H 6.518 5.646 3.533 0.073
H 3.381 -4.106 1.871 0.074
H 8.112 -0.111 -1.770 0.081
H 1.103 1.501 -10.132 0.076
H 8.105 -0.088 1.833 0.074
H 7.691 0.996 0.529 0.081
H 8.677 -1.939 0.300 0.139
H 5.466 8.875 2.070 0.076
H -7.078 6.300 -1.141 0.069
H 2.249 -5.227 4.027 0.095
H -5.236 4.216 -4.193 0.024
H -3.466 -6.141 -2.487 0.086
H 10.598 -1.087 -0.821 0.080
H 5.198 -1.180 9.810 0.067
H 1.530 -5.839 1.299 0.135
H -4.212 -4.563 -2.536 0.075
H -0.569 3.689 -2.403 0.020
H -4.826 6.010 3.310 0.133
H -8.955 3.482 -2.238 0.078
H -6.476 -5.312 -2.395 0.141
H 1.556 -7.670 -6.105 0.081
H 0.181 0.173 -7.910 0.067
H -2.462 5.885 2.178 0.079
H -3.843 4.075 2.760 0.083
H 4.622 -2.857 9.917 0.070
H 0.488 2.256 0.737 0.081
H -2.956 0.206 6.235 0.025
H 1.237 -8.711 -4.704 0.073
H -6.079 -7.352 -1.100 0.075
H -2.606 7.198 3.332 0.075
H -6.245 -0.459 -1.078 0.029
H 1.867 -5.065 -5.610 0.072
H -3.221 -4.140 5.564 0.028
H -2.230 2.775 -7.975 0.084
H 4.062 -5.421 0.945 0.074
H -0.922 -0.441 -1.726 0.072
H 0.071 -7.495 -5.259 0.075
H -10.241 4.091 -1.462 0.080
H 1.466 -7.877 2.817 0.073
H 0.259 2.668 -8.096 0.125
H -1.837 5.755 3.775 0.080
H 4.272 -5.377 2.677 0.075
H 2.821 -2.830 8.026 0.077
H -7.467 4.681 -0.809 0.075
H 0.236 -1.100 -0.558 0.075
H -1.354 0.100 -8.704 0.072
H -4.899 2.762 -3.942 0.023
H 6.768 -0.475 0.775 0.077
H -6.026 -0.478 -2.576 0.028
H -5.244 -8.257 -2.408 0.083
H 5.080 5.734 4.588 0.070
H 9.939 0.563 -0.983 0.077
H 3.162 -7.633 3.280 0.074
H 0.370 3.016 -10.474 0.077
H -1.344 -0.240 0.870 0.129
H -4.086 7.042 5.534 0.080
H -3.467 1.615 6.024 0.023
H 6.193 6.384 1.043 0.085
H 3.481 -1.576 9.724 0.072

---

No. 2
135
Properties=species:S:1:pos:R:3:lowdin_charge:R:1 method="wB97M-V/def2-TZVPD" homo_lumo_gap_ev=9.85 energy_ha=-2325.4097
O -3.762 1.255 -1.231 -0.123
O 2.930 6.833 -1.392 -0.075
O -1.054 4.855 -1.519 -0.104
O -2.610 -3.446 -3.833 -0.086
O 5.059 -1.736 -1.575 -0.103
O -2.426 0.026 6.148 -0.109
O 0.656 -2.560 3.031 -0.110
O 2.748 -0.654 -2.441 -0.151
O -1.895 -2.322 4.538 -0.093
O 4.084 1.620 1.620 -0.102
O 2.675 -0.621 3.054 -0.131
O -0.719 -5.506 -3.774 -0.097
O 0.051 3.709 0.877 -0.099
O -1.813 -0.492 -2.807 -0.119
O 0.412 -0.852 -1.001 -0.108
C 2.567 1.592 -3.337 -0.089
C -0.531 -4.003 1.454 -0.053
C -3.473 -1.712 2.815 -0.078
C 2.781 4.433 -0.906 -0.067
C -4.689 0.544 -0.328 -0.305
C -1.713 3.798 -2.196 -0.292
C 3.392 -1.214 4.206 -0.271
C 4.339 0.923 0.359 -0.274
C -3.697 -3.002 -3.044 -0.321
C -2.858 0.133 -4.829 -0.072
C 0.644 -5.081 -3.869 -0.304
C 0.835 -3.349 1.832 -0.287
C 2.643 0.115 -3.645 -0.277
C -1.529 -0.324 -4.216 -0.287
C 4.770 -3.105 -1.377 -0.284
C 0.475 -0.001 0.167 -0.275
C -5.283 1.485 0.672 -0.085
C 5.601 1.435 -0.347 -0.080
C -0.836 -0.154 0.875 -0.063
C -2.342 3.623 1.630 -0.081
C -3.519 -3.128 -1.542 -0.074
C 2.064 5.792 -0.904 -0.274
C -0.937 4.220 1.761 -0.289
C -0.707 1.611 5.340 -0.105
C -1.537 1.136 6.517 -0.277
C 3.895 -3.125 -0.140 -0.078
C 2.706 -0.938 5.527 -0.102
C -3.270 -2.246 4.179 -0.316
C 0.793 -4.004 -2.828 -0.064
C -3.169 4.118 -2.646 -0.075
H 0.074 -3.259 -3.045 0.051
H -1.731 2.919 -1.513 0.102
H -1.118 5.299 1.636 0.113
H 6.443 1.121 0.269 0.075
H 1.256 -0.739 -1.450 0.024
H -3.073 -2.307 2.034 0.046
H -3.055 4.328 2.074 0.085
H -5.504 0.180 -0.988 0.113
H -5.702 2.283 0.112 0.060
H -1.074 -1.175 1.128 0.038
H 0.672 1.005 -0.154 0.097
H -1.940 -0.607 5.605 0.030
H -0.624 4.036 2.756 0.087
H 3.382 -4.069 -0.001 0.075
H -0.880 0.781 7.277 0.093
H 1.283 -0.322 0.836 0.094
H 1.693 -4.017 1.896 0.099
H 3.488 2.395 1.578 0.095
H -2.400 -4.382 -3.707 0.056
H -3.022 -0.734 2.820 0.075
H -3.734 -3.179 4.359 0.098
H -2.899 0.042 -5.911 0.068
H -4.603 -3.522 -3.341 0.104
H 4.485 -0.913 4.244 0.130
H -3.815 4.316 -1.834 0.046
H -1.433 -2.174 3.683 0.058
H 2.556 0.114 5.767 0.063
H -2.716 3.484 0.621 0.053
H 3.446 0.975 -0.366 0.114
H -3.137 0.544 -1.554 0.060
H -0.301 -4.626 0.491 0.100
H -4.283 -0.357 0.094 0.076
H 1.731 -0.232 -4.121 0.096
H 1.157 -2.708 1.037 0.066
H 1.157 -1.718 2.905 0.049
H 4.506 -0.129 0.564 0.089
H -6.067 0.946 1.272 0.097
H -3.911 -1.950 -3.325 0.081
H -0.901 -5.967 -4.624 0.110
H 5.950 -1.598 -1.262 0.097
H 3.335 -2.285 4.060 0.097
H -1.007 -0.663 -2.290 0.048
H 2.236 3.770 -0.216 0.056
H -2.446 2.670 2.094 0.036
H 1.717 -1.467 5.529 0.085
H -2.171 1.935 6.865 0.105
H -3.695 -1.578 4.954 0.110
H 3.301 -1.388 6.380 0.092
H 3.640 -0.681 -1.953 0.083
H 5.698 2.513 -0.501 0.067
H -0.685 0.435 -4.379 0.111
H -4.477 1.893 1.332 0.066
H -3.671 -0.549 -4.498 0.063
H 3.053 0.260 2.897 0.057
H 1.774 -3.524 -2.877 0.064
H 3.478 -0.127 -4.373 0.134
H 1.813 6.196 0.048 0.101
H -3.596 3.357 -3.373 0.081
H 2.042 2.071 -4.125 0.057
H 2.814 4.057 -1.918 0.051
H -4.538 -1.619 2.581 0.089
H 3.617 6.410 -1.852 0.035
H -1.370 1.906 4.442 0.081
H -0.703 0.434 1.850 0.102
H -0.850 5.578 -2.111 0.084
H 4.226 -3.500 -2.245 0.110
H -0.830 -4.659 2.310 0.089
H -3.138 5.019 -3.315 0.078
H 1.367 -5.899 -3.791 0.111
H -1.151 3.548 -3.101 0.108
H 0.069 0.931 4.897 0.068
H 3.595 2.015 -3.414 0.089
H 4.539 -2.950 0.686 0.067
H -1.105 -1.235 -4.689 0.104
H 3.870 4.435 -0.627 0.089
H -3.092 1.184 -4.533 0.072
H -4.314 -2.608 -1.020 0.060
H 3.136 -2.324 -0.233 0.075
H 2.004 1.809 -2.439 0.062
H -0.241 2.598 5.637 0.082
H -3.574 -4.181 -1.254 0.076
H 0.674 -4.424 -1.799 0.086
H -1.263 -3.247 1.278 0.013
H 0.852 -4.677 -4.825 0.096
H -2.584 -2.687 -1.198 0.063
H 1.133 5.837 -1.503 0.094
H 5.646 0.973 -1.335 0.062
H 5.616 -3.766 -1.204 0.117
H -1.703 0.409 0.434 0.082
H -0.145 4.030 -0.022 0.037

---

ΔE to the lowest compared entry with this formula, charge and spin? In order: 127.9, 131.1 kcal/mol.
Lowest unoccupied orbital energy? In order: 0.0, 0.2 eV.